Record 1
{"formula": "C16H17Cl6NO", "method": "the ωB97M-V functional and the def2-TZVPD basis", "largest_force_ev_per_a": 2.31, "gap_ev": 3.340, "charge": 0, "relative_energy_kj_mol": 0.0, "symbols": ["Cl", "Cl", "Cl", "Cl", "Cl", "Cl", "O", "N", "C", "C", "C", "C", "C", "C", "C", "C", "C", "C", "C", "C", "C", "C", "C", "C", "H", "H", "H", "H", "H", "H", "H", "H", "H", "H", "H", "H", "H", "H", "H", "H", "H"], "coordinates": [[4.891, 2.411, -1.282], [4.685, 4.957, 0.590], [1.279, 7.196, -3.013], [0.911, 4.373, -4.348], [0.674, 2.187, 1.847], [2.911, 7.362, -0.317], [2.468, 2.294, -2.968], [-1.376, -0.189, 1.749], [2.067, 4.644, -3.128], [3.793, 4.867, -0.882], [-3.699, -0.239, 1.053], [2.321, 0.249, 2.557], [3.871, 3.723, -1.679], [2.159, 5.841, -2.457], [0.806, 0.591, 2.470], [0.482, -1.592, 1.001], [-1.988, 1.003, 2.311], [2.778, 3.455, -2.642], [-3.458, 1.005, 1.894], [2.987, 5.945, -1.308], [-2.349, -0.972, 0.910], [1.987, -1.879, 1.267], [-0.067, -0.419, 1.755], [2.825, -0.622, 1.420], [-0.101, -2.513, 1.224], [2.076, -2.511, 2.165], [2.471, -0.257, 3.538], [-1.854, 1.086, 3.386], [2.342, -2.486, 0.421], [-4.049, 0.003, 0.047], [0.454, 0.676, 3.502], [-3.653, 1.907, 1.307], [2.799, -0.043, 0.493], [-4.443, -0.888, 1.510], [-1.543, 1.881, 1.850], [-2.018, -0.982, -0.158], [-4.122, 1.026, 2.766], [3.858, -0.959, 1.596], [-2.427, -2.036, 1.221], [2.948, 1.138, 2.644], [0.374, -1.425, -0.095]]}


Record 2
{"formula": "C5H9NO", "method": "the ωB97M-V functional and the def2-TZVPD basis", "largest_force_ev_per_a": 0.40, "gap_ev": 7.599, "charge": 0, "relative_energy_kj_mol": 408.6, "symbols": ["O", "N", "C", "C", "C", "C", "C", "H", "H", "H", "H", "H", "H", "H", "H", "H"], "coordinates": [[-0.874, -1.777, 0.546], [-2.198, 0.065, 0.486], [-1.063, -0.580, 0.145], [0.339, -0.116, -0.051], [0.647, -1.442, 0.736], [0.947, -0.135, -1.450], [0.590, 1.204, 0.671], [1.122, -2.172, 0.060], [0.171, 2.055, 0.115], [2.038, -0.158, -1.338], [0.647, -1.029, -2.005], [-2.253, 1.061, 0.342], [0.163, 1.185, 1.678], [1.667, 1.366, 0.773], [0.690, 0.753, -2.040], [-2.633, -0.283, 1.330]]}


Record 3
{"formula": "C43H59N6O4PSeSr", "method": "the ωB97M-V functional and the def2-TZVPD basis", "largest_force_ev_per_a": 4.16, "gap_ev": 5.085, "charge": 0, "relative_energy_kj_mol": 0.0, "symbols": ["Sr", "Se", "P", "O", "O", "O", "O", "N", "N", "N", "N", "N", "N", "C", "C", "C", "C", "C", "C", "C", "C", "C", "C", "C", "C", "C", "C", "C", "C", "C", "C", "C", "C", "C", "C", "C", "C", "C", "C", "C", "C", "C", "C", "C", "C", "C", "C", "C", "C", "C", "C", "C", "C", "C", "C", "C", "H", "H", "H", "H", "H", "H", "H", "H", "H", "H", "H", "H", "H", "H", "H", "H", "H", "H", "H", "H", "H", "H", "H", "H", "H", "H", "H", "H", "H", "H", "H", "H", "H", "H", "H", "H", "H", "H", "H", "H", "H", "H", "H", "H", "H", "H", "H", "H", "H", "H", "H", "H", "H", "H", "H", "H", "H", "H", "H"], "coordinates": [[-0.298, -0.755, -0.168], [0.291, -8.747, -0.150], [1.745, 1.684, -1.794], [0.266, -2.048, -4.210], [0.452, -1.424, -2.075], [-1.785, 0.869, -6.833], [-0.462, -0.844, -6.344], [-2.839, 0.829, -2.824], [-0.907, -7.629, -0.814], [0.884, -2.663, 0.763], [1.279, -7.459, 0.555], [-1.883, 0.024, -2.350], [-1.515, -2.858, -0.597], [-0.244, 3.280, -2.875], [-1.607, 1.051, 2.041], [4.536, 2.563, -1.657], [-0.906, -1.980, 4.196], [2.042, -2.555, 1.391], [-0.059, -1.368, -3.223], [-2.775, 0.964, -4.158], [3.041, -0.085, -3.527], [0.962, 3.380, -1.937], [-1.721, 0.190, -4.592], [-1.746, -0.349, 2.325], [-2.359, -5.255, -1.701], [-0.859, -0.726, 3.342], [-3.711, 2.250, 2.663], [2.169, 1.176, -3.548], [1.838, 4.591, -2.251], [3.334, 2.054, -0.864], [-1.798, -3.051, 3.565], [-0.809, -3.977, -0.362], [-1.505, -1.590, 5.561], [0.233, 2.846, 2.930], [0.743, 3.259, 1.540], [0.480, -2.584, 4.449], [-1.247, -5.220, -0.857], [-2.532, 2.995, 0.586], [-0.096, 0.415, 3.637], [-3.027, -4.087, -1.983], [-2.583, -2.919, -1.371], [-3.705, 0.830, 0.644], [-0.609, 3.976, 3.545], [2.853, -3.643, 1.697], [1.198, -5.031, 0.674], [2.732, 2.198, -4.536], [-1.322, 0.098, -6.026], [2.419, -4.897, 1.338], [3.716, 0.821, -0.038], [-0.519, 1.512, 2.870], [-0.522, -6.418, -0.496], [-1.196, -0.386, -3.408], [-2.833, 1.785, 1.484], [0.447, -3.877, 0.388], [0.692, -6.324, 0.268], [1.490, 2.721, 3.808], [2.155, 1.941, 3.430], [-1.780, -3.960, 4.171], [0.702, 0.423, 4.366], [-0.176, -1.373, -5.538], [-4.215, 0.097, 1.269], [4.572, 1.038, 0.606], [4.922, 1.792, -2.324], [1.239, 2.497, 4.845], [5.341, 2.836, -0.970], [-1.457, -3.301, 2.556], [-0.848, 4.189, -2.821], [3.983, -0.019, -0.683], [-1.025, 3.653, 4.501], [-1.837, 2.721, -0.213], [-2.488, -1.137, 5.429], [-1.605, -2.469, 6.207], [1.152, -1.853, 4.902], [-3.963, 1.398, 3.296], [3.789, -3.494, 2.215], [4.076, 0.153, -3.277], [-2.669, -6.201, -2.124], [-0.870, 2.433, -2.586], [2.336, -1.553, 1.686], [2.881, 0.520, 0.601], [4.290, 3.442, -2.249], [1.461, 4.081, 1.625], [0.397, -3.440, 5.126], [1.240, 2.404, 1.073], [2.345, 4.509, -3.211], [-3.191, 2.978, 3.281], [3.032, -0.552, -4.513], [0.569, 3.528, -0.927], [2.585, 4.752, -1.473], [1.207, 5.482, -2.287], [-1.431, 4.278, 2.898], [2.032, 3.669, 3.797], [-0.863, -0.864, 6.061], [-3.877, -4.068, -2.649], [2.669, -0.817, -2.811], [2.040, 3.017, -4.722], [-2.832, -2.707, 3.503], [2.906, 1.694, -5.490], [3.681, 2.612, -4.202], [0.056, 3.137, -3.914], [-2.617, -0.939, 2.059], [-3.505, 1.233, -2.186], [-3.449, 1.587, -4.723], [3.033, 2.837, -0.159], [-3.110, -1.987, -1.528], [2.995, -5.787, 1.552], [0.923, -2.934, 3.520], [0.013, 4.858, 3.723], [-4.480, 1.406, 0.130], [-3.105, 0.294, -0.099], [-2.112, 3.821, 1.154], [-0.061, 3.584, 0.888], [-3.458, 3.364, 0.135], [-4.639, 2.704, 2.299], [1.180, 0.883, -3.922]]}